Arrangement a

The following is a quantum chemistry calculation of one molecule with the formula C21H25NO4, from the Open Molecules 2025 dataset.

Last column: natural (NBO) charge in e.
Element x y z (Å)
C  6.23  -2.30  -1.44  -0.5976
C  5.07  -2.18  -2.42  -0.3915
C  3.86  -1.51  -1.76  -0.4227
C  2.69  -1.40  -2.73  -0.0701
H  2.36  -2.40  -3.04  0.1962
H  2.97  -0.81  -3.62  0.1886
O  1.59  -0.70  -2.15  -0.5016
C  0.77  -1.39  -1.37  0.8055
O  0.87  -2.58  -1.16  -0.6059
C  -0.33  -0.51  -0.83  -0.3329
C  -1.01  -1.06  0.42  -0.3307
C  -1.06  -0.18  1.66  0.7063
O  -0.13  0.36  2.20  -0.6144
N  -2.35  -0.16  2.08  -0.4376
C  -2.78  0.64  3.20  -0.2078
H  -1.90  0.78  3.84  0.2338
H  -3.55  0.10  3.75  0.1972
C  -3.30  2.02  2.76  -0.4276
C  -2.20  2.79  2.08  -0.0307
C  -1.28  3.52  2.83  -0.1554
C  -0.22  4.16  2.21  -0.2158
C  -0.07  4.08  0.83  -0.2184
C  -0.98  3.36  0.08  -0.2013
C  -2.04  2.72  0.70  -0.2282
H  -2.74  2.15  0.11  0.2259
H  -0.87  3.29  -0.99  0.2066
H  0.76  4.57  0.35  0.2101
H  0.49  4.71  2.80  0.2099
H  -1.39  3.57  3.90  0.1976
H  -4.14  1.90  2.09  0.2060
H  -3.64  2.56  3.65  0.2181
C  -3.29  -0.86  1.24  -0.2208
C  -2.50  -1.11  -0.02  0.2165
C  -2.61  -2.29  -0.95  -0.1910
C  -1.99  -1.90  -2.06  -0.2132
H  -1.77  -2.44  -2.96  0.2268
C  -1.57  -0.47  -1.80  0.0737
H  -1.45  0.19  -2.66  0.2145
O  -2.58  -0.01  -0.93  -0.5064
H  -3.01  -3.25  -0.69  0.2249
H  -4.17  -0.25  1.04  0.2157
H  -3.60  -1.80  1.71  0.1992
H  -0.61  -2.05  0.68  0.2613
H  0.04  0.50  -0.68  0.2617
H  3.54  -2.09  -0.90  0.2155
H  4.13  -0.51  -1.42  0.2039
H  4.79  -3.17  -2.77  0.1974
H  5.38  -1.60  -3.29  0.1931
H  6.54  -1.31  -1.09  0.2023
H  5.95  -2.89  -0.58  0.2045
H  7.09  -2.78  -1.92  0.2086

As for the structure (SMILES): CCCCOC(=O)[C@@H]1[C@H]2C(=O)N(CCc3ccccc3)C[C@]23C=C[C@H]1O3. For the HOMO energy, the calculation gives -8.75 eV. As for the frontier orbital gap: 9.5342 eV. As for the spin multiplicity: 1.



Arrangement b

The following is a quantum chemistry calculation of one molecule with the formula C21H25NO4, from the Open Molecules 2025 dataset.

Last column: natural (NBO) charge in e.
Element x y z (Å)
C  -6.08  -3.43  0.94  -0.6078
C  -6.65  -2.02  0.93  -0.3863
C  -6.03  -1.13  -0.15  -0.3918
C  -4.56  -0.83  0.09  -0.4169
C  -4.01  0.13  -0.96  -0.0650
H  -4.54  1.09  -0.93  0.1956
H  -4.11  -0.29  -1.97  0.1872
O  -2.63  0.35  -0.69  -0.5158
C  -2.06  1.41  -1.28  0.8048
O  -2.64  2.16  -2.02  -0.5940
C  -0.62  1.60  -0.87  -0.3270
C  0.07  0.43  -0.17  -0.3300
C  1.42  -0.03  -0.73  0.7010
O  1.67  -0.27  -1.88  -0.6077
N  2.28  -0.13  0.32  -0.4697
C  3.63  -0.52  0.19  0.2083
C  4.63  0.39  0.54  -0.2221
C  5.96  0.04  0.43  -0.2189
C  6.30  -1.22  -0.04  -0.2047
C  5.31  -2.12  -0.39  -0.1958
C  3.96  -1.79  -0.27  -0.0271
C  2.90  -2.78  -0.65  -0.6399
H  2.44  -2.48  -1.59  0.2522
H  2.11  -2.81  0.11  0.2115
H  3.32  -3.77  -0.76  0.2146
H  5.58  -3.10  -0.75  0.2091
H  7.34  -1.50  -0.14  0.2134
H  6.73  0.75  0.69  0.2147
H  4.35  1.38  0.88  0.2144
C  1.74  0.33  1.59  -0.2052
C  0.49  1.07  1.19  0.2101
C  -0.78  1.23  1.99  -0.1951
C  -1.42  2.23  1.39  -0.2140
H  -2.39  2.64  1.59  0.2267
C  -0.51  2.69  0.27  0.0641
H  -0.60  3.72  -0.07  0.2224
O  0.77  2.42  0.79  -0.4960
H  -1.08  0.60  2.79  0.2236
H  2.45  0.99  2.11  0.2220
H  1.51  -0.52  2.24  0.1995
H  -0.58  -0.43  -0.05  0.2566
H  -0.05  1.94  -1.74  0.2642
H  -4.42  -0.39  1.08  0.2018
H  -3.97  -1.75  0.05  0.2047
H  -6.58  -0.19  -0.19  0.2023
H  -6.15  -1.62  -1.12  0.1969
H  -6.49  -1.55  1.91  0.1937
H  -7.73  -2.07  0.76  0.2020
H  -5.03  -3.43  1.21  0.2000
H  -6.62  -4.04  1.67  0.2117
H  -6.19  -3.89  -0.04  0.2016

As for the structure (SMILES): CCCCCOC(=O)[C@@H]1[C@H]2C(=O)N(c3ccccc3C)C[C@]23C=C[C@H]1O3. For the HOMO energy, the calculation gives -8.90 eV. As for the frontier orbital gap: 9.5394 eV. As for the spin multiplicity: 1.



Which is most stable? The ranking, best first, is arrangement a, arrangement b.